No. 1
The following is a DFT calculation (ωB97M-V/def2-TZVPD) of C8H16N2O3 as an isolated structure.

Values from the calculation:
* max |F|: 0.1063 hartree/bohr
* E_LUMO: 0.3 eV
* frontier orbital gap: 9.8 eV
* ΔE to the lowest compared entry with this formula, charge and spin: 109.2 kcal per mole
* E: -649.54486 a.u.

```
29
Properties=species:S:1:pos:R:3:forces:R:3:mulliken_charge:R:1
C -2.45120 -1.15246 0.26042 -1.4229 1.5244 0.4009 0.005
C -1.04936 -0.74823 -0.18737 0.6850 -1.9553 -1.6600 0.626
C -2.52207 -1.83895 1.61572 2.5252 -1.2772 2.0402 -1.271
C 0.99140 0.56022 -0.49332 -1.1838 -1.3151 -1.5464 0.177
C 2.11612 -0.20129 0.19067 3.3512 -1.3108 2.9393 0.492
C 1.19980 2.00180 -0.43693 2.7177 2.6397 2.6612 0.290
C 0.47448 2.81932 -1.38931 -3.9048 0.1119 -3.7258 -1.403
C 0.85100 2.56658 0.96192 -1.1020 0.9847 -0.1961 -1.401
H -2.21450 -2.44132 -1.53631 -3.2499 2.6806 2.8256 0.385
H -3.68113 -0.93315 -1.45999 2.6879 -4.3970 1.8213 0.302
H -3.09239 -0.27191 0.47343 0.5364 0.0800 -0.6710 0.289
H -1.77656 -1.32570 2.32914 -0.7949 -0.5710 -1.0564 0.300
H -2.05014 -2.87783 1.45504 -1.1974 1.1875 0.6670 0.287
H -3.46359 -1.81627 2.27427 0.9749 -0.3028 -1.8920 0.286
H -0.81895 1.28542 0.57263 1.3048 -3.8568 -1.5261 0.095
H 1.01708 0.27219 -1.62259 -0.4295 -0.0327 1.9361 0.295
H 2.28103 2.24394 -0.65046 -0.8451 -0.6221 0.5064 0.285
H 0.55714 2.28181 -2.37647 -0.0327 0.8008 0.4722 0.375
H -0.70760 2.87136 -1.27330 2.2245 -0.1854 0.2343 0.181
H 0.77767 3.86494 -1.56688 0.2454 -0.5774 0.5093 0.425
H -0.21959 2.34371 1.20236 0.9282 0.5653 0.2370 0.377
H 1.41951 2.29670 1.83832 0.4549 -0.2530 -0.0477 0.369
H 0.78525 3.65409 0.84895 0.5141 -0.0597 0.3219 0.454
H 1.05847 -1.94612 0.04456 1.6046 1.3527 0.9823 0.420
N -3.07408 -1.91155 -0.82430 -0.5383 1.9232 -4.2019 -0.757
N -0.35572 0.34006 0.14115 -0.7395 2.2084 0.5737 0.034
O -0.51560 -1.56844 -0.98364 0.1326 0.6522 1.2196 -0.799
O 3.22182 0.29931 0.54068 -4.4271 -1.7362 -1.6817 -0.583
O 1.85326 -1.54880 0.58028 -1.0196 1.7412 -2.1432 -0.537
```
Positions in Å, forces in eV/Å.

---

No. 2
The following is a DFT calculation (ωB97M-V/def2-TZVPD) of one molecule with the formula C8H16N2O3.

Values from the calculation:
* max |F|: 0.1255 hartree/bohr
* E_LUMO: 0.5 eV
* frontier orbital gap: 10.0 eV
* ΔE to the lowest compared entry with this formula, charge and spin: 134.9 kcal per mole
* structure (SMILES): CC(C)[C@H](NC(=O)[C@H](C)N)C(=O)O
* E: -649.50390 a.u.

```
29
Properties=species:S:1:pos:R:3:forces:R:3:mulliken_charge:R:1
C 2.00909 -0.10144 1.69123 -2.1853 -0.9837 0.2308 -1.280
C 2.01750 0.95622 0.41859 -0.3581 -1.4832 2.7949 0.431
C 3.36344 0.88730 -0.25745 1.8247 -0.8245 -1.6909 -1.046
C 0.96843 0.62616 -0.63913 -2.6544 -0.0114 -1.2538 -0.398
N -0.42147 0.70828 -0.14882 -0.7893 1.1428 -0.2596 -0.156
C -1.14637 -0.39319 0.09312 2.4531 0.5402 2.4962 0.273
O -0.53544 -1.46444 0.34266 -1.7588 1.3126 -1.3467 -0.645
C -2.61378 -0.17378 0.39275 0.9256 -2.8394 5.1775 0.501
C -3.28085 -0.95291 -0.63963 -3.1045 -0.8134 -2.5725 -1.436
N -3.15393 1.14123 0.88507 -2.6917 -0.0330 -0.1993 -0.686
C 1.01552 -0.70843 -1.47047 0.1992 -0.2149 -3.8256 0.393
O 0.41880 -0.72410 -2.62298 2.7118 -0.6737 5.8200 -0.630
O 1.94279 -1.71852 -1.04291 -2.8911 1.9031 -1.4295 -0.377
H 2.73027 0.23938 2.44707 0.1379 -0.0691 -0.5208 0.502
H 0.99456 -0.05830 2.28585 1.6616 0.0345 -1.3917 0.220
H 2.15102 -1.27699 1.50289 -0.0940 2.9315 -0.1430 0.193
H 1.77520 1.98701 0.92698 0.4857 -1.8327 -1.2170 0.387
H 3.28528 0.00011 -1.11576 0.5911 2.6705 2.1544 0.284
H 4.32899 0.48955 0.45729 -2.7832 1.8269 -1.9978 0.306
H 3.38236 1.96184 -0.76732 1.2226 -2.4027 0.7643 0.257
H 0.67753 1.33684 -1.47746 2.4455 -0.2194 0.5720 0.349
H -0.90728 1.60467 -0.37762 0.3353 -1.4303 0.5296 0.342
H -2.56664 -0.98429 1.27267 -0.6146 1.8944 -1.1303 0.143
H -4.36689 -1.19089 -0.41413 1.2453 -0.1457 0.3116 0.368
H -2.68920 -1.91421 -0.82203 -1.0191 1.4587 -0.0473 0.345
H -3.46536 -0.34219 -1.57042 0.8760 -0.6580 0.3626 0.367
H -3.99626 1.23844 0.14146 1.9908 0.4264 3.0339 0.305
H -3.52829 1.28934 2.08289 1.3825 -1.3242 -5.2811 0.305
H 1.61098 -2.46268 -1.57437 0.4554 -0.1825 0.0594 0.382
```
Positions in Å, forces in eV/Å.

---

No. 3
The following is a DFT calculation (ωB97M-V/def2-TZVPD) of one molecule with the formula C8H16N2O3.

Values from the calculation:
* max |F|: 0.0846 hartree/bohr
* E_LUMO: 0.3 eV
* frontier orbital gap: 9.6 eV
* ΔE to the lowest compared entry with this formula, charge and spin: 59.9 kcal per mole
* structure (SMILES): CC[C@H](C)[C@H](NC(=O)CN)C(=O)O
* E: -649.62343 a.u.

```
29
Properties=species:S:1:pos:R:3:forces:R:3:mulliken_charge:R:1
C 1.93891 2.31030 -1.93569 -1.6463 0.1390 -1.1307 -1.104
C 1.14951 0.95004 -1.66923 -0.0205 0.5025 -0.9446 -0.376
C 1.05442 0.74463 -0.15754 0.9322 0.7342 -0.0044 -0.251
C 2.47817 0.32434 0.47216 -3.2364 -1.9896 2.1183 -1.156
C -0.15798 -0.16090 0.14466 0.0710 0.3636 -0.4021 -0.305
N -0.35006 -0.21693 1.55981 -1.0096 -0.1810 -0.6013 -0.146
C -1.54929 -0.54952 2.18044 0.8554 -0.3217 -0.1890 0.550
O -1.60293 -0.56592 3.38299 0.1800 0.2660 0.9502 -0.627
C -2.84950 -0.80927 1.43575 0.3100 -0.6360 -1.1433 -0.872
N -3.09074 -1.93892 0.49567 1.8580 1.4103 -0.2877 -0.564
C 0.04192 -1.56638 -0.46331 0.1572 0.0305 2.8086 0.298
O 0.62988 -2.46053 0.08566 0.0550 0.4776 -0.6859 -0.566
O -0.72789 -1.76018 -1.50004 -0.3439 -1.2037 -2.1970 -0.538
H 2.87685 2.26316 -1.33863 -0.5313 0.3290 -0.9389 0.229
H 1.29912 3.15647 -1.58600 0.5571 -0.6257 0.3104 0.315
H 2.03401 2.62520 -3.04894 0.4679 -1.1274 1.7875 0.345
H 0.06838 0.89987 -2.00226 1.1293 0.9079 -0.2547 0.281
H 1.61438 0.12054 -2.24273 0.0802 0.2865 0.6467 0.308
H 0.74023 1.76319 0.19516 0.4115 -0.7746 0.1762 0.466
H 2.55364 -0.80632 0.40981 0.7422 1.3676 -1.0988 0.305
H 3.27078 1.00460 0.24495 0.5455 -0.2060 -0.6405 0.369
H 2.42175 0.29262 1.59818 -0.1824 0.7793 -0.7743 0.339
H -1.08604 0.26114 -0.39606 1.2203 -0.1500 0.8533 0.615
H 0.23935 0.41200 2.06501 0.2441 -0.0936 0.6465 0.296
H -3.10915 0.12498 0.95661 -0.2095 0.2916 -0.4086 0.335
H -3.48284 -0.92902 2.25353 -1.3685 -0.1154 1.2297 0.406
H -2.40006 -1.71560 -0.28920 -1.5155 -1.8043 1.4274 0.313
H -2.94822 -2.83984 1.00129 0.3758 0.9890 -1.0409 0.302
H -1.05659 -0.93374 -1.85206 -0.1288 0.3545 -0.2118 0.434
```
Positions in Å, forces in eV/Å.